Record 1
C46H120F2N7O26S2 | the ωB97M-V functional and the def2-TZVPD basis

Each line ends with the Mulliken charge.
Cartesian coordinates (Å):
1 N -0.85 0.95 0.13  0.6367
2 S -0.17 0.21 -1.05  -0.5014
3 O -0.93 -0.89 -1.60  0.0806
4 O 1.26 0.14 -1.16  -0.8695
5 F -0.46 1.41 -2.08  -0.4713
6 S -0.20 -0.12 1.31  0.6119
7 O 1.11 0.30 1.72  -0.4426
8 O -0.55 -1.51 1.22  -0.3398
9 F -1.17 0.35 2.51  -0.2674
10 C 2.11 2.34 -6.21  -0.8395
11 O 1.91 1.37 -5.21  -0.1408
12 C 1.63 0.08 -5.73  -0.8403
13 C 0.96 -0.73 -4.65  1.3390
14 N 0.63 -2.08 -5.08  0.1379
15 C 0.10 -2.89 -3.99  1.4088
16 C -0.35 -4.27 -4.39  -0.8894
17 O 0.83 -4.95 -4.84  -0.3753
18 C 0.52 -6.32 -5.07  -0.8427
19 H 1.24 2.53 -6.83  0.2499
20 H 2.99 2.08 -6.82  0.3549
21 H 2.45 3.28 -5.77  0.2215
22 H 2.59 -0.35 -6.01  0.3635
23 H 0.93 0.13 -6.57  0.2485
24 H 0.04 -0.24 -4.33  -0.8396
25 H 1.64 -0.79 -3.79  -0.2129
26 H 1.34 -2.58 -5.61  0.4078
27 H -0.70 -2.27 -3.59  -0.7493
28 H 0.83 -2.99 -3.17  -0.4564
29 H -1.07 -4.15 -5.22  0.4815
30 H -0.93 -4.71 -3.58  0.1889
31 H -0.24 -6.49 -5.85  0.2951
32 H 0.13 -6.68 -4.12  0.3149
33 H 1.42 -6.82 -5.44  0.2527
34 C 8.95 -0.79 5.18  -0.7741
35 O 7.98 -0.15 4.38  -0.2917
36 C 6.78 -0.84 4.14  -0.6108
37 C 6.06 -0.21 2.94  -0.1049
38 N 5.26 0.92 3.42  -0.4196
39 C 4.52 1.41 2.23  -0.4137
40 C 3.72 2.65 2.56  0.1115
41 O 4.62 3.73 2.85  -0.4099
42 C 3.91 4.95 2.91  -0.6077
43 H 9.80 -0.11 5.23  0.2446
44 H 9.22 -1.80 4.84  0.2912
45 H 8.48 -0.82 6.17  0.3019
46 H 6.11 -0.95 5.00  0.2868
47 H 7.02 -1.87 3.82  0.3966
48 H 5.32 -0.89 2.51  -0.0728
49 H 6.81 0.05 2.19  0.4397
50 H 4.65 0.69 4.19  0.4315
51 H 3.86 0.62 1.84  -0.0020
52 H 5.27 1.67 1.47  0.5720
53 H 3.15 2.45 3.48  0.1147
54 H 3.02 2.97 1.79  -0.0905
55 H 4.62 5.69 3.31  0.2937
56 H 3.04 4.87 3.57  0.2107
57 H 3.63 5.19 1.87  0.2340
58 C 7.73 -6.12 -5.49  -0.7104
59 O 7.39 -5.01 -4.68  -0.3092
60 C 6.35 -5.31 -3.79  -0.4332
61 C 5.67 -4.01 -3.33  -0.5824
62 N 4.57 -4.21 -2.36  -0.3438
63 C 3.97 -2.86 -2.19  -0.7889
64 C 2.93 -2.99 -1.05  0.1238
65 O 3.57 -3.17 0.20  -0.5589
66 C 2.75 -2.88 1.31  -0.2386
67 H 7.95 -6.98 -4.84  0.2904
68 H 8.63 -5.98 -6.08  0.2601
69 H 6.88 -6.38 -6.13  0.2896
70 H 6.66 -5.82 -2.87  0.3185
71 H 5.52 -5.92 -4.18  0.2975
72 H 5.37 -3.43 -4.22  0.2591
73 H 6.48 -3.43 -2.87  0.3212
74 H 3.89 -4.73 -2.92  0.2893
75 H 3.39 -2.61 -3.09  0.3009
76 H 4.71 -2.10 -1.99  0.6010
77 H 2.20 -3.78 -1.22  0.1958
78 H 2.40 -2.03 -1.10  -0.1248
79 H 3.38 -3.16 2.15  0.3034
80 H 1.90 -3.57 1.39  0.3958
81 H 2.34 -1.87 1.29  -0.1481
82 C -1.86 -1.89 5.37  -0.7335
83 O -2.06 -1.63 6.74  -0.2928
84 C -2.64 -2.72 7.44  -0.5669
85 C -3.07 -2.17 8.79  -0.7897
86 N -4.19 -1.22 8.68  -0.1295
87 C -4.44 -0.59 9.97  -0.6377
88 C -5.38 0.60 9.84  -0.6333
89 O -4.78 1.66 9.15  -0.2914
90 C -5.64 2.69 8.78  -0.7547
91 H -1.69 -0.96 4.83  0.0822
92 H -2.72 -2.30 4.84  0.3239
93 H -1.02 -2.58 5.23  0.4461
94 H -1.97 -3.59 7.42  0.3792
95 H -3.47 -3.14 6.86  0.2842
96 H -2.28 -1.69 9.35  0.3940
97 H -3.31 -3.05 9.41  0.3774
98 H -4.98 -1.69 8.27  0.2109
99 H -3.50 -0.20 10.34  0.3313
100 H -4.81 -1.31 10.70  0.3525
101 H -5.69 1.07 10.78  0.4293
102 H -6.31 0.28 9.35  0.3360
103 H -6.37 2.37 8.02  0.2934
104 H -5.13 3.55 8.37  0.2537
105 H -6.21 3.07 9.65  0.2990
106 C -0.95 10.34 -0.54  -0.7197
107 O 0.06 9.85 -1.37  -0.3546
108 C -0.36 9.42 -2.65  -0.5422
109 C -1.30 8.23 -2.59  -0.8587
110 N -0.69 7.02 -2.03  0.0420
111 C 0.55 6.55 -2.68  -0.6504
112 C 0.57 5.03 -2.53  0.0229
113 O 1.86 4.62 -2.97  -0.5046
114 C 2.12 3.30 -2.55  -0.2293
115 H -1.54 11.05 -1.14  0.3193
116 H -0.57 10.82 0.36  0.2609
117 H -1.68 9.61 -0.19  0.2635
118 H 0.48 9.39 -3.35  0.4080
119 H -1.02 10.19 -3.09  0.3621
120 H -1.67 8.00 -3.60  0.4515
121 H -2.22 8.45 -2.06  0.4481
122 H -1.37 6.27 -2.08  0.0622
123 H 1.35 7.03 -2.13  0.2484
124 H 0.64 6.73 -3.76  0.2674
125 H -0.23 4.52 -3.07  0.2947
126 H 0.51 4.81 -1.46  -0.0984
127 H 1.39 2.59 -2.95  0.0224
128 H 2.13 3.18 -1.47  0.1300
129 H 3.08 2.95 -2.93  0.3931
130 C -2.01 0.98 -8.41  -0.7095
131 O -2.37 0.46 -7.16  -0.3362
132 C -2.14 -0.94 -7.02  -1.0617
133 C -2.35 -1.33 -5.56  1.1182
134 N -3.79 -1.51 -5.27  -0.4189
135 C -4.00 -1.49 -3.81  0.0855
136 C -5.31 -2.19 -3.40  -0.7622
137 O -6.38 -1.65 -4.13  -0.3333
138 C -7.61 -2.19 -3.80  -0.7825
139 H -1.93 0.21 -9.18  0.3722
140 H -1.07 1.53 -8.34  0.1080
141 H -2.71 1.80 -8.60  0.2718
142 H -1.12 -1.24 -7.28  0.4789
143 H -2.83 -1.44 -7.71  0.5207
144 H -1.88 -0.53 -4.98  -0.1430
145 H -1.95 -2.33 -5.44  -0.5840
146 H -4.26 -0.66 -5.56  0.3798
147 H -4.04 -0.45 -3.48  0.3123
148 H -3.14 -1.96 -3.33  -0.3030
149 H -5.42 -1.99 -2.32  0.3495
150 H -5.21 -3.27 -3.51  0.3966
151 H -7.67 -3.28 -3.69  0.3059
152 H -8.32 -1.86 -4.55  0.2709
153 H -8.02 -1.85 -2.84  0.2921
154 C -3.08 -4.83 -1.11  0.1784
155 C -1.66 -5.22 -0.71  -0.2939
156 O -0.87 -4.03 -0.52  -0.1166
157 O -3.95 -4.47 -0.09  -0.5397
158 H -3.51 -5.72 -1.60  0.4759
159 H -3.12 -4.22 -2.03  -0.3895
160 H -1.15 -5.64 -1.58  0.1789
161 H -1.60 -5.82 0.20  0.2451
162 H -1.37 -3.37 -0.02  -0.0041
163 H -4.08 -3.51 0.05  0.3844
164 C -0.13 4.45 1.41  -0.5583
165 C -0.49 4.37 2.89  -0.5167
166 O -1.40 3.33 3.14  -0.5562
167 O 0.52 3.26 0.98  0.6066
168 H 0.54 5.28 1.17  0.5058
169 H -0.99 4.75 0.81  0.1334
170 H -1.01 5.32 3.08  0.4210
171 H 0.42 4.26 3.49  0.2057
172 H -1.24 2.61 2.53  0.0691
173 H -0.04 2.59 0.55  -0.1912
174 C -4.77 -0.95 2.89  -0.7055
175 C -3.96 -2.02 2.12  -0.1439
176 O -4.03 -1.79 0.70  -0.4129
177 O -4.00 0.05 3.54  -0.5453
178 H -5.33 -1.37 3.73  0.4761
179 H -5.54 -0.54 2.23  0.2716
180 H -4.31 -3.04 2.28  0.5258
181 H -2.89 -2.12 2.33  0.0774
182 H -3.68 -0.89 0.61  -0.0144
183 H -3.79 0.66 2.81  0.2842
184 C -4.36 2.05 0.50  -0.4603
185 C -4.05 2.54 -0.91  -0.3802
186 O -2.87 3.36 -0.89  -0.4475
187 O -3.46 1.05 1.04  0.6480
188 H -5.31 1.53 0.44  0.3507
189 H -4.44 2.93 1.14  0.1900
190 H -4.88 3.19 -1.21  0.4631
191 H -3.98 1.74 -1.65  -0.0316
192 H -2.16 2.72 -0.78  0.0311
193 H -2.55 1.15 0.65  -0.0017
194 C 2.85 -0.84 4.27  1.0866
195 C 1.70 -1.81 4.55  -0.1258
196 O 2.28 -3.08 4.89  -0.5590
197 O 3.57 -0.48 5.42  -0.5745
198 H 2.40 0.02 3.78  -0.3120
199 H 3.45 -1.34 3.50  -0.1542
200 H 1.15 -2.00 3.62  -0.2383
201 H 0.95 -1.55 5.30  0.2837
202 H 2.87 -2.94 5.63  0.3608
203 H 3.78 -1.30 5.88  0.3339

Results
Total charge   -1
Orbital gap   8.2871 eV
Lowest unoccupied orbital energy   2.154 eV
Largest force on an atom   7.44 eV/A

***

Record 2
C35H31F3N2O2 | the ωB97M-V functional and the def2-TZVPD basis

Each line ends with the Mulliken charge.
Cartesian coordinates (Å):
1 F -1.92 0.14 5.92  -0.2883
2 C -1.95 -1.17 5.62  0.9388
3 F -1.00 -1.82 6.31  -0.2735
4 F -3.16 -1.68 5.92  -0.2704
5 C -1.71 -1.36 4.14  0.2522
6 C -1.11 -2.52 3.68  -0.6790
7 C -0.96 -2.73 2.34  -0.8138
8 C -1.42 -1.76 1.39  0.2429
9 O -1.28 -1.93 0.18  -0.7134
10 C -2.04 -0.58 1.91  -0.2034
11 C -2.17 -0.40 3.25  -0.8443
12 H -0.77 -3.25 4.40  0.4298
13 H -0.49 -3.62 1.96  0.4899
14 H -2.40 0.15 1.20  0.4726
15 H -2.65 0.49 3.65  0.4437
16 C -0.44 2.92 1.84  -0.9256
17 N 0.59 2.41 0.95  0.5196
18 C 1.91 2.82 1.07  0.0787
19 O 2.36 3.65 1.82  -0.6688
20 C 2.72 1.96 0.11  0.3382
21 C 3.80 1.16 0.86  -1.7196
22 C 3.22 0.28 1.92  0.2975
23 C 2.94 0.80 3.17  -0.1990
24 C 2.38 0.01 4.15  -0.8768
25 C 2.08 -1.31 3.89  -0.3299
26 C 2.33 -1.83 2.64  -0.5520
27 C 2.89 -1.04 1.66  0.1012
28 N 1.74 1.07 -0.58  0.4788
29 C 2.07 -0.04 -1.31  -0.5106
30 C 1.12 -0.90 -1.82  0.6515
31 C 1.39 -2.19 -2.26  -0.8836
32 C 0.38 -3.05 -2.78  0.9494
33 C 0.51 -4.45 -2.70  -0.5611
34 C -0.49 -5.27 -3.16  -0.5784
35 C -1.62 -4.74 -3.75  -0.3726
36 C -1.77 -3.37 -3.86  -0.7736
37 C -0.79 -2.53 -3.38  -0.2438
38 C 0.39 1.33 -0.02  -0.0697
39 C -0.62 1.68 -1.06  -0.6973
40 C -0.44 2.73 -1.86  -0.2803
41 C -1.35 3.13 -2.93  0.6095
42 C -1.10 4.31 -3.63  -0.5043
43 C -1.92 4.69 -4.67  -0.6086
44 C -2.99 3.91 -5.04  -0.4101
45 C -3.25 2.74 -4.36  -0.7803
46 C -2.43 2.35 -3.32  -0.3251
47 H -0.05 3.75 2.43  0.3967
48 H -1.31 3.25 1.27  0.2893
49 H -0.76 2.13 2.53  0.2392
50 H 3.18 2.60 -0.66  0.3457
51 H 4.38 0.55 0.16  0.5400
52 H 4.51 1.85 1.32  0.6096
53 H 3.13 1.85 3.34  0.4650
54 H 2.17 0.44 5.12  0.4240
55 H 1.67 -1.93 4.67  0.3831
56 H 2.08 -2.86 2.43  0.3465
57 H 3.07 -1.45 0.68  0.3686
58 H 3.11 -0.28 -1.42  0.6055
59 H 0.09 -0.59 -1.79  -0.1270
60 H 2.37 -2.58 -2.10  0.4201
61 H 1.39 -4.86 -2.23  0.3716
62 H -0.39 -6.34 -3.06  0.3921
63 H -2.39 -5.40 -4.12  0.3983
64 H -2.64 -2.96 -4.34  0.3978
65 H -0.90 -1.47 -3.49  0.5591
66 H 0.09 0.43 0.53  -0.5444
67 H -1.50 1.07 -1.14  0.4721
68 H 0.44 3.33 -1.71  0.2741
69 H -0.26 4.92 -3.35  0.3987
70 H -1.72 5.61 -5.20  0.3864
71 H -3.63 4.22 -5.85  0.3860
72 H -4.08 2.12 -4.65  0.4002
73 H -2.63 1.42 -2.81  0.4643

Results
Total charge   0
Orbital gap   3.7506 eV
Lowest unoccupied orbital energy   -2.213 eV
Energy above the lowest of the compared OMol25 structures with the same formula, charge and spin   9.0 kcal per mole
Largest force on an atom   3.60 eV/A

***

Record 3
C7H7N3S | the ωB97M-V functional and the def2-TZVPD basis

Each line ends with the Mulliken charge.
Cartesian coordinates (Å):
1 C -1.57 -2.03 0.19  -0.8431
2 N -0.61 -1.11 0.63  0.1152
3 C 0.07 -0.98 1.81  -0.0297
4 S 0.02 -1.89 3.16  -0.3992
5 N 0.94 0.07 1.56  -0.1592
6 C 0.80 0.64 0.33  0.5512
7 C 1.53 1.65 -0.26  -0.7873
8 C 0.90 1.92 -1.49  -0.1446
9 C -0.23 1.25 -1.95  -0.4807
10 N -0.87 0.41 -1.20  -0.4249
11 C -0.26 -0.12 -0.23  0.4828
12 H -2.48 -1.53 -0.31  0.2571
13 H -1.99 -2.55 1.06  0.3117
14 H -0.91 -2.57 -0.58  0.3062
15 H 1.86 0.11 2.02  0.2856
16 H 2.23 2.40 0.28  0.2773
17 H 1.25 2.73 -2.15  0.3229
18 H -0.69 1.60 -2.89  0.3587

Results
SMILES   Cn1c(=S)[nH]c2cccnc21
Total charge   0
Orbital gap   8.3635 eV
Lowest unoccupied orbital energy   0.431 eV
Energy above the lowest of the compared OMol25 structures with the same formula, charge and spin   37.5 kcal per mole
Largest force on an atom   5.01 eV/A

***

Record 4
C11H16I2 | the ωB97M-V functional and the def2-TZVPD basis

Each line ends with the Mulliken charge.
Cartesian coordinates (Å):
1 C -0.47 -0.78 -2.50  -1.5430
2 C 0.12 -0.01 -1.28  1.4536
3 C 0.75 1.34 -1.72  -1.5738
4 C 1.27 -0.83 -0.36  -0.8757
5 C 0.69 -2.15 0.14  -0.6939
6 C -0.57 -2.01 1.08  -0.6580
7 C -1.54 -1.05 0.50  -0.7065
8 C -0.82 0.32 -0.18  -0.7191
9 I -2.71 1.32 -1.06  0.0685
10 C -0.39 1.24 0.88  0.0001
11 C 0.00 1.93 1.81  0.2604
12 C 0.37 2.81 2.86  -1.1062
13 I 2.22 2.05 3.90  -0.0007
14 H 0.36 -0.75 -3.18  0.4531
15 H -1.32 -0.28 -2.94  0.3373
16 H -0.59 -1.83 -2.18  0.3058
17 H 1.68 1.58 -1.14  0.3332
18 H 0.04 2.10 -1.77  0.3516
19 H 1.28 1.26 -2.66  0.4914
20 H 1.51 0.00 0.41  0.3745
21 H 2.14 -1.03 -0.92  0.4599
22 H 1.51 -2.76 0.50  0.3865
23 H 0.25 -2.69 -0.68  0.2279
24 H -1.02 -2.97 1.28  0.4254
25 H -0.32 -1.54 2.09  0.2718
26 H -2.27 -1.38 -0.19  0.4924
27 H -2.30 -0.58 1.29  0.3841
28 H 0.55 3.84 2.32  0.3843
29 H -0.43 2.85 3.73  0.4150

Results
SMILES   CC1(C)CCCC[C@@]1(I)C#CCI
Total charge   0
Orbital gap   8.4711 eV
Lowest unoccupied orbital energy   -0.462 eV
Energy above the lowest of the compared OMol25 structures with the same formula, charge and spin   30.2 kcal per mole
Largest force on an atom   4.57 eV/A

***

Record 5
C5H12N2O | the ωB97M-V functional and the def2-TZVPD basis

Each line ends with the Mulliken charge.
Cartesian coordinates (Å):
1 C -2.42 0.80 1.14  -0.9120
2 N -1.37 -0.17 0.77  -0.3108
3 C -0.06 0.43 1.06  -0.7168
4 C 1.12 -0.39 0.55  -0.8555
5 N 1.31 -0.45 -0.90  0.1491
6 C 0.31 -1.09 -1.72  -0.9470
7 C 2.26 0.36 -1.42  0.1146
8 O 3.05 1.04 -0.79  -0.5714
9 H -2.26 1.73 0.62  0.3311
10 H -2.46 1.01 2.21  0.3224
11 H -3.39 0.40 0.86  0.2921
12 H -1.46 -0.93 1.44  0.2322
13 H -0.07 1.35 0.53  0.4366
14 H 0.10 0.71 2.11  0.4390
15 H 2.02 -0.01 1.00  0.4115
16 H 0.95 -1.42 0.88  0.3042
17 H 0.50 -2.16 -1.84  0.2399
18 H 0.25 -0.65 -2.71  0.3790
19 H -0.67 -0.94 -1.27  0.3440
20 H 2.29 0.38 -2.52  0.3177

Results
SMILES   CNCCN(C)C=O
Total charge   0
Orbital gap   9.9561 eV
Lowest unoccupied orbital energy   0.914 eV
Energy above the lowest of the compared OMol25 structures with the same formula, charge and spin   34.0 kcal per mole
Largest force on an atom   1.34 eV/A

***

Record 6
C35H33BrErNO2P2S2 | the ωB97M-V functional and the def2-TZVPD basis

Each line ends with the Mulliken charge.
Cartesian coordinates (Å):
1 Er 0.28 0.08 -0.46  0.5636
2 C -5.38 -4.37 2.07  -0.6553
3 S -5.17 -3.62 3.70  -0.1003
4 C -3.48 -4.17 4.10  -1.0612
5 C -2.42 -3.09 3.90  -0.2569
6 C -2.31 -2.66 2.45  -1.4130
7 N -1.31 -1.57 2.27  0.7331
8 P -1.94 -0.06 1.62  0.1896
9 C -3.42 0.21 2.64  0.7925
10 C -3.33 0.31 4.03  -0.7619
11 C -4.47 0.51 4.78  -0.6915
12 C -5.71 0.62 4.16  -0.4598
13 C -5.80 0.54 2.78  -0.7631
14 C -4.66 0.34 2.02  -0.2141
15 C -0.77 1.17 2.30  0.4914
16 C 0.16 0.94 3.31  -0.1899
17 C 0.93 1.98 3.79  -0.7825
18 C 0.77 3.27 3.28  -0.5216
19 C -0.17 3.51 2.29  -0.7387
20 C -0.95 2.46 1.81  -0.6133
21 P 0.18 -1.95 1.53  0.7961
22 C 0.72 -3.39 2.50  0.5350
23 C 0.44 -4.70 2.14  -0.3194
24 C 0.80 -5.75 2.99  -0.8902
25 C 1.44 -5.48 4.19  -0.5218
26 C 1.74 -4.17 4.54  -0.6919
27 C 1.39 -3.13 3.70  -0.3687
28 C -0.21 -2.74 -0.09  -0.1015
29 C -1.45 -2.68 -0.73  0.2131
30 C -1.60 -3.17 -2.02  -0.7342
31 C -0.52 -3.71 -2.69  -0.5246
32 C 0.73 -3.76 -2.07  -0.7508
33 C 0.88 -3.27 -0.79  -0.2459
34 H -6.39 -4.11 1.74  0.3658
35 H -5.30 -5.45 2.13  0.2982
36 H -4.66 -3.98 1.35  0.0645
37 H -3.26 -5.05 3.49  0.3816
38 H -3.50 -4.49 5.14  0.4969
39 H -1.45 -3.47 4.24  0.1040
40 H -2.67 -2.23 4.52  0.1003
41 H -3.29 -2.31 2.12  0.6712
42 H -2.04 -3.52 1.83  0.7550
43 H -2.36 0.24 4.52  0.4108
44 H -4.40 0.58 5.86  0.4186
45 H -6.60 0.78 4.75  0.4113
46 H -6.76 0.63 2.29  0.4348
47 H -4.72 0.27 0.94  0.4752
48 H 0.30 -0.05 3.71  0.3855
49 H 1.68 1.80 4.56  0.4099
50 H 1.39 4.07 3.65  0.3752
51 H -0.30 4.50 1.88  0.4331
52 H -1.69 2.66 1.05  0.4142
53 H -0.06 -4.92 1.20  0.3941
54 H 0.58 -6.77 2.70  0.4274
55 H 1.71 -6.29 4.85  0.4068
56 H 2.26 -3.96 5.47  0.4284
57 H 1.64 -2.11 3.96  0.3765
58 H -2.31 -2.25 -0.23  0.0892
59 H -2.57 -3.11 -2.50  0.4451
60 H -0.64 -4.07 -3.70  0.3885
61 H 1.58 -4.16 -2.60  0.4189
62 H 1.86 -3.29 -0.32  0.4718
63 O 1.88 -0.54 -1.96  -0.6374
64 C 0.96 0.00 -2.63  0.7771
65 O -0.22 -0.44 -2.47  -0.4207
66 C 1.13 1.35 -3.23  0.3561
67 C 2.22 1.68 -4.04  -0.4373
68 C 2.35 2.94 -4.57  -0.7137
69 C 1.38 3.90 -4.27  -0.4318
70 C 0.34 3.62 -3.40  -0.7717
71 C 0.22 2.35 -2.82  0.5940
72 S -1.01 2.14 -1.55  -0.5774
73 H 2.95 0.91 -4.27  0.4201
74 H 3.19 3.19 -5.20  0.3821
75 H 1.45 4.89 -4.71  0.3734
76 H -0.38 4.38 -3.12  0.4242
77 Br 2.39 1.35 0.47  -0.5323

Results
Total charge   0
Orbital gap (spin up / spin down)   6.7038 / 6.7566 eV
Lowest unoccupied orbital energy (spin up / spin down)   -0.236 / -0.195 eV
Energy above the lowest of the compared OMol25 structures with the same formula, charge and spin   12.3 kcal per mole
2S+1   4
Largest force on an atom   2.39 eV/A
Expectation value of S²   3.753